# 1
Molecular formula: C31H55N13O5P
Method: DFT, ωB97M-V with the def2-TZVPD basis set

The geometry in XYZ format:
```
105
Properties=species:S:1:pos:R:3:mulliken_charge:R:1
C -0.276 -1.308 2.154 -1.39
C -0.969 -1.051 0.832 -0.08
O -0.096 -1.237 -0.284 -0.39
C 0.719 -0.117 -0.583 -1.96
C 0.929 0.019 -2.090 0.80
C 1.916 -1.057 -2.594 -1.41
N 1.882 -2.332 -1.915 -0.53
N 1.749 -1.338 -4.037 0.46
C 2.247 -0.320 -5.005 -0.48
C 3.742 -0.097 -4.829 -0.96
C 4.529 -1.414 -4.763 0.11
C 5.898 -1.229 -5.360 0.06
O 6.183 -1.399 -6.513 -0.55
O 6.795 -0.800 -4.440 -0.39
C 0.481 -1.767 -4.291 -0.23
N 0.284 -2.779 -5.178 -0.31
N -0.604 -1.235 -3.705 0.33
P -1.846 -1.079 -4.946 0.47
O -1.327 -0.381 -6.131 -0.61
C -0.364 0.066 -2.938 -0.03
C -1.586 0.511 -2.140 -0.56
C -1.443 1.953 -1.686 0.20
O -0.456 2.609 -1.929 -0.59
N -2.556 2.418 -0.963 0.31
C -2.180 3.553 -0.109 -1.01
C -3.609 2.847 -1.905 -1.10
H 0.496 -0.557 2.329 0.28
H -0.983 -1.275 2.980 0.38
H 0.197 -2.290 2.127 0.31
H -1.769 -1.780 0.695 0.29
H -1.430 -0.057 0.807 0.26
H 0.296 0.801 -0.165 0.74
H 1.707 -0.234 -0.124 0.71
H 1.391 0.996 -2.238 0.74
H 2.923 -0.679 -2.448 0.33
H 0.935 -2.624 -1.702 0.36
H 2.368 -2.252 -1.031 0.43
H 1.704 0.626 -4.926 0.18
H 2.058 -0.704 -6.010 0.58
H 3.919 0.475 -3.917 0.32
H 4.085 0.541 -5.646 0.60
H 4.640 -1.735 -3.727 0.16
H 4.029 -2.210 -5.312 0.35
H 7.593 -0.543 -4.928 0.34
H 0.727 -2.740 -6.082 0.20
H -0.226 -3.603 -4.911 0.31
H -2.880 -0.413 -4.297 0.11
H -2.312 -2.377 -5.142 0.14
H -0.222 0.813 -3.723 0.41
H -1.788 -0.136 -1.292 0.01
H -2.500 0.495 -2.732 0.09
H -1.247 3.338 0.406 0.34
H -2.058 4.481 -0.675 0.36
H -2.971 3.692 0.626 0.38
H -4.043 1.995 -2.426 0.22
H -3.221 3.569 -2.633 0.40
H -4.399 3.330 -1.334 0.42
C 1.863 1.046 5.679 -0.69
C 0.565 0.492 5.329 0.45
N -0.464 0.056 5.066 -0.45
H 2.356 1.458 4.800 0.29
H 1.750 1.843 6.414 0.25
H 2.503 0.277 6.106 0.11
C 3.211 -0.786 9.426 -0.25
C 3.204 -1.450 8.133 0.36
N 3.168 -1.908 7.081 -0.44
H 2.559 -1.303 10.127 0.28
H 4.217 -0.761 9.842 0.28
H 2.857 0.237 9.304 -0.15
C 6.884 -1.528 -0.967 -0.93
C 5.465 -1.322 -0.716 0.50
N 4.349 -1.159 -0.507 -0.41
H 7.445 -1.409 -0.042 0.37
H 7.048 -2.531 -1.356 0.29
H 7.237 -0.806 -1.700 0.20
C -4.439 -2.023 2.751 -0.99
C -4.328 -1.016 1.703 0.49
N -4.249 -0.234 0.866 -0.44
H -5.441 -2.005 3.176 0.37
H -4.255 -3.014 2.339 0.32
H -3.716 -1.821 3.540 0.30
C -6.571 -2.570 -1.330 -0.51
C -6.733 -3.511 -0.229 0.31
N -6.848 -4.230 0.658 -0.39
H -6.760 -3.068 -2.280 0.32
H -7.271 -1.745 -1.220 0.26
H -5.559 -2.167 -1.324 0.02
C -3.395 2.056 -7.721 -0.47
C -4.789 2.079 -7.301 0.30
N -5.878 2.106 -6.942 -0.36
H -3.257 1.384 -8.567 0.25
H -3.056 3.047 -8.016 0.30
H -2.772 1.699 -6.903 0.00
C 2.865 3.182 11.776 -0.83
C 2.570 2.788 10.405 0.46
N 2.332 2.478 9.326 -0.49
H 2.020 3.724 12.196 0.28
H 3.056 2.300 12.385 0.28
H 3.743 3.824 11.798 0.27
C -2.940 2.387 5.001 -0.37
C -4.389 2.386 4.854 0.26
N -5.529 2.381 4.722 -0.39
H -2.661 2.544 6.041 0.29
H -2.524 1.434 4.679 -0.02
H -2.501 3.181 4.399 0.25
```

Properties
HOMO-LUMO gap in eV: 7.96
E_tot in eV: -71928.6785
Lowest unoccupied orbital energy in eV: -3.7
Net charge: +1


# 2
Molecular formula: C31H56N2O21
Method: DFT, ωB97M-V with the def2-TZVPD basis set

The geometry in XYZ format:
```
110
Properties=species:S:1:pos:R:3:mulliken_charge:R:1
C -2.527 -2.560 -0.381 -0.36
C -3.942 -3.122 -0.666 0.06
C -4.884 -2.180 -1.479 -0.16
O -4.968 -2.851 -2.746 -0.37
C -4.433 -4.027 -2.696 0.67
O -4.523 -4.862 -3.598 -0.65
O -3.882 -4.279 -1.555 -0.43
H -2.001 -3.331 0.094 0.65
H -2.684 -1.703 0.254 0.03
H -1.886 -2.131 -1.130 -0.44
H -4.343 -3.445 0.234 0.55
H -4.467 -1.185 -1.747 0.16
H -5.793 -2.137 -0.857 0.22
C -1.534 -2.948 -3.734 -1.79
C -0.577 -3.637 -2.866 0.76
C 0.325 -4.537 -3.676 -0.62
O 1.511 -4.420 -2.979 -0.40
C 1.475 -3.291 -2.220 0.54
O 2.413 -3.005 -1.467 -0.61
O 0.338 -2.740 -2.280 0.11
H -2.252 -2.410 -3.120 0.11
H -2.107 -3.610 -4.276 0.57
H -1.077 -2.296 -4.486 0.45
H -0.972 -4.227 -2.037 0.25
H 0.496 -4.154 -4.633 0.36
H 0.064 -5.561 -3.910 0.34
C 7.779 -0.433 -4.086 -0.67
O 7.203 -0.891 -2.885 -0.32
C 6.642 -0.127 -1.964 0.74
O 6.663 1.247 -2.109 -0.64
O 6.090 -0.723 -0.953 -0.35
C 4.819 -0.201 -0.465 -0.16
H 8.806 -0.432 -3.913 0.28
H 7.377 0.575 -4.274 0.33
H 7.532 -1.067 -4.880 0.26
H 4.499 -1.042 0.250 0.13
H 4.098 -0.048 -1.288 0.28
H 4.894 0.629 0.188 0.12
C 4.583 3.515 -0.594 -1.02
O 3.502 2.926 0.071 0.43
C 2.258 3.018 -0.417 0.13
O 2.089 3.373 -1.811 -0.70
O 1.304 2.912 0.459 0.23
C -0.023 3.354 0.216 -1.09
H 4.318 4.533 -1.009 0.26
H 4.757 2.891 -1.422 0.41
H 5.450 3.724 -0.011 0.37
H -0.372 3.811 1.119 0.32
H -0.684 2.614 -0.065 0.34
H 0.008 4.151 -0.565 0.37
C -5.182 0.893 2.662 -0.53
O -6.417 0.213 2.727 -0.28
C -6.447 -0.980 2.592 0.82
O -5.202 -1.734 2.502 -0.58
O -7.618 -1.551 2.476 -0.38
C -7.788 -3.027 2.449 -0.55
H -4.721 0.525 1.764 0.25
H -4.575 0.543 3.450 0.26
H -5.188 2.003 2.869 0.26
H -7.057 -3.570 3.113 0.28
H -7.699 -3.297 1.383 0.25
H -8.790 -3.234 2.846 0.24
C 3.480 0.026 3.517 -0.53
O 3.977 1.019 2.612 -0.05
C 4.110 2.268 3.066 0.76
O 3.590 2.706 4.351 -0.69
O 4.798 3.065 2.309 -0.27
C 5.025 4.398 2.642 -0.84
H 3.958 -0.072 4.471 0.34
H 3.335 -0.956 3.104 0.24
H 2.528 0.464 3.827 -0.06
H 4.545 4.670 3.624 0.35
H 4.772 5.152 1.915 0.35
H 6.092 4.630 2.914 0.29
C 1.073 -0.035 -0.553 -1.21
O -0.153 -0.022 0.188 0.63
C -0.287 -0.624 1.326 0.54
O 0.779 -1.269 2.044 -0.73
O -1.466 -0.447 1.883 0.06
C -1.658 -0.777 3.197 -0.87
H 1.066 0.629 -1.435 0.34
H 1.474 -1.061 -0.732 0.07
H 1.844 0.398 0.009 0.35
H -1.769 -1.921 3.280 0.29
H -2.582 -0.411 3.640 0.11
H -0.837 -0.595 3.902 0.27
C -1.450 0.956 -2.681 -0.67
C -0.828 0.943 -4.066 0.50
C -1.611 1.760 -5.091 -0.55
C -1.818 1.123 -6.378 0.17
N -2.026 0.561 -7.392 -0.49
H -1.334 1.888 -2.173 0.28
H -0.848 0.183 -2.234 -0.45
H -2.431 0.657 -2.758 0.66
H -1.035 -0.121 -4.369 -0.49
H 0.309 1.018 -4.014 0.31
H -1.280 2.803 -5.036 0.44
H -2.675 1.893 -4.823 0.25
C -1.456 2.521 3.512 -1.43
C 0.014 2.395 3.922 0.98
C 0.313 1.968 5.310 -0.94
C -0.341 0.763 5.878 0.35
N -0.835 -0.171 6.292 -0.51
H -1.859 3.503 3.734 0.44
H -1.930 1.718 4.019 0.44
H -1.646 2.401 2.399 0.08
H 0.557 3.299 3.702 0.61
H 0.343 1.605 3.245 -0.65
H 0.126 2.761 6.073 0.44
H 1.372 1.894 5.367 0.37
```

Properties
HOMO-LUMO gap in eV: 9.97
E_tot in eV: -79021.6772
Lowest unoccupied orbital energy in eV: 0.0
Relative energy (zero: lowest compared OMol25 entry of this formula, charge and spin) in kJ/mol: 302.6
Net charge: 0